{
  "formula": "C4H7NO",
  "method": "ωB97M-V/def2-TZVPD",
  "spin_multiplicity": 1,
  "max_force_ev_per_a": 2.39,
  "lumo_energy_ev": 1.039,
  "gap_ev": 10.536,
  "total_charge": 0,
  "homo_energy_ev": -9.497,
  "relative_energy_kcal_mol": 43.73,
  "symbols": ["C", "C", "C", "O", "C", "N", "H", "H", "H", "H", "H", "H", "H"],
  "positions_angstrom": [[0.870, -0.711, -1.010], [-0.348, 0.110, -0.557], [-1.016, -0.419, 0.726], [-0.532, 0.482, 1.772], [0.157, 1.454, 1.066], [0.128, 1.413, -0.190], [1.429, -0.185, -1.792], [0.535, -1.671, -1.410], [1.567, -0.911, -0.183], [-1.027, 0.265, -1.386], [-0.707, -1.437, 0.987], [-2.106, -0.376, 0.652], [1.048, 1.986, 1.324]],
  "nbo_charge": [-0.608, -0.119, -0.101, -0.501, 0.344, -0.458, 0.226, 0.208, 0.206, 0.206, 0.193, 0.189, 0.214]
}


{
  "formula": "C4H7NO",
  "method": "ωB97M-V/def2-TZVPD",
  "spin_multiplicity": 1,
  "max_force_ev_per_a": 5.17,
  "lumo_energy_ev": 0.928,
  "gap_ev": 10.367,
  "total_charge": 0,
  "homo_energy_ev": -9.439,
  "relative_energy_kcal_mol": 43.80,
  "symbols": ["O", "C", "N", "C", "C", "C", "H", "H", "H", "H", "H", "H", "H"],
  "positions_angstrom": [[2.073, 1.306, -1.038], [1.802, 0.231, -0.601], [0.729, -0.007, 0.067], [-0.484, 1.036, 0.034], [-1.344, -0.181, 0.290], [-0.141, -1.098, 0.357], [2.442, -0.640, -0.714], [-0.363, 1.730, 0.849], [-0.695, 1.582, -0.875], [-1.933, -0.132, 1.185], [-2.000, -0.416, -0.526], [-0.151, -1.909, -0.366], [0.063, -1.503, 1.340]],
  "nbo_charge": [-0.617, 0.529, -0.407, -0.198, -0.424, -0.204, 0.099, 0.203, 0.213, 0.210, 0.210, 0.193, 0.192]
}